No. 1
Formula: C3H17NO4
Source: OMol25
Level of theory: the ωB97M-V functional and the def2-TZVPD basis

Last column: Löwdin charge in e.
Element x y z (Å)
C (0.37, -2.27, -1.39)  -0.107
C (-0.90, -1.53, -1.02)  -0.286
N (-0.67, -0.14, -0.59)  -0.132
C (-0.07, 0.69, -1.66)  -0.138
H (0.99, -1.77, -2.14)  0.060
H (0.11, -3.19, -1.94)  0.071
H (1.05, -2.55, -0.59)  0.069
H (-1.35, -2.07, -0.18)  0.105
H (-1.70, -1.48, -1.76)  0.111
H (-0.04, -0.19, 0.19)  0.063
H (-0.06, 0.12, -2.59)  0.071
H (-0.68, 1.57, -1.77)  0.063
H (0.97, 0.96, -1.47)  0.068
H (-2.64, 0.81, 0.41)  0.012
H (-2.62, 2.23, 0.99)  0.015
O (-3.09, 1.66, 0.37)  -0.073
H (2.39, 0.15, 1.23)  0.045
H (1.24, 1.07, 1.66)  0.010
O (2.19, 0.93, 1.76)  -0.066
H (0.66, -1.60, 3.49)  0.034
H (1.64, -0.60, 2.73)  -0.003
O (1.12, -1.42, 2.67)  -0.071
H (1.03, 3.17, 0.41)  0.077
H (-0.34, 3.03, 0.67)  0.062
O (0.41, 2.43, 0.54)  -0.061

Total charge: 0
SMILES: CCNC.O.O.O.O
E_tot (Ha): -480.17470

No. 2
Formula: C3H17NO6
Source: OMol25
Level of theory: the ωB97M-V functional and the def2-TZVPD basis

Last column: Löwdin charge in e.
Element x y z (Å)
C (-1.71, -0.84, -1.79)  -0.089
N (-0.77, -0.43, -0.62)  -0.117
C (0.66, -0.51, -1.01)  -0.212
C (0.98, -1.96, -1.43)  -0.239
O (1.37, -2.73, -0.59)  0.057
H (-1.18, -0.54, -2.76)  0.082
H (-2.02, -1.97, -1.68)  0.105
H (-2.70, -0.38, -1.62)  0.073
H (-1.01, 0.50, -0.29)  0.069
H (1.24, -0.25, -0.10)  0.111
H (1.13, 0.09, -1.83)  0.117
H (0.85, -2.32, -2.40)  0.095
H (0.86, 2.98, 0.43)  0.068
H (1.61, 3.96, -0.54)  0.049
O (0.81, 3.38, -0.53)  -0.124
H (-0.60, 1.22, 1.56)  0.048
H (0.60, 0.85, 2.60)  0.017
O (0.32, 1.03, 1.71)  -0.057
H (-0.61, -0.77, 1.70)  0.070
H (-0.22, -2.28, 1.58)  0.061
O (-0.26, -1.57, 2.27)  -0.129
H (-0.67, -0.08, 4.20)  -0.128
H (0.36, -1.05, 3.84)  0.059
O (0.12, -0.16, 4.14)  0.050
H (-0.64, 1.59, -3.28)  -0.018
H (-1.13, 2.62, -2.24)  0.025
O (-1.11, 2.39, -3.18)  -0.042

Total charge: 0
SMILES: CNCC=O.O.O.O.O.O
E_tot (Ha): -630.57036

No. 3
Formula: C3H17NO6S2
Source: OMol25
Level of theory: the ωB97M-V functional and the def2-TZVPD basis

Last column: Löwdin charge in e.
Element x y z (Å)
S (2.58, 0.81, -2.19)  0.309
S (1.09, 2.11, -2.28)  0.402
C (0.24, 2.36, -0.61)  -0.525
C (-1.09, 1.60, -0.43)  -0.259
N (-0.71, 0.32, 0.20)  -0.006
C (-1.47, -0.32, 1.13)  -0.396
O (-1.10, -1.37, 1.56)  0.014
H (1.93, -0.44, -2.21)  -0.169
H (0.74, 2.44, 0.38)  0.063
H (0.09, 3.56, -0.55)  0.119
H (-1.44, 1.63, -1.48)  0.101
H (-1.72, 2.12, 0.36)  0.137
H (0.02, -0.24, -0.28)  0.124
H (-2.47, 0.16, 1.41)  0.166
H (0.45, -0.67, 2.87)  0.085
H (0.07, -2.12, 3.31)  0.044
O (0.79, -1.46, 3.59)  -0.198
H (0.86, 1.54, 2.34)  0.050
H (0.00, 1.88, 3.55)  0.053
O (-0.01, 1.42, 2.72)  -0.030
H (-1.66, -1.99, -2.34)  0.042
H (-2.09, -0.77, -1.41)  -0.056
O (-2.28, -1.21, -2.20)  -0.051
H (2.62, -1.03, -0.11)  0.031
H (1.55, -1.82, 0.51)  0.027
O (1.81, -1.50, -0.33)  -0.093
H (0.91, -2.93, -2.54)  0.051
H (0.21, -1.61, -2.59)  -0.025
O (0.09, -2.49, -2.39)  -0.011

Total charge: 0
SMILES: O=CNCCSS.O.O.O.O.O
E_tot (Ha): -1427.00294

No. 4
Formula: C3H18N2O5
Source: OMol25
Level of theory: the ωB97M-V functional and the def2-TZVPD basis

Last column: Mulliken spin population.
Element x y z (Å)
C (2.01, 1.32, -1.57)  0.052
C (1.27, 1.57, -0.24)  -0.028
N (0.78, 0.35, 0.37)  0.490
C (1.58, -0.56, 0.90)  -0.130
N (0.93, -1.50, 1.54)  0.597
H (3.03, 1.65, -1.79)  -0.001
H (1.63, 2.08, -2.26)  0.000
H (1.85, 0.30, -1.88)  0.001
H (1.95, 2.11, 0.41)  0.045
H (0.43, 2.20, -0.42)  0.002
H (-0.23, 0.38, 0.56)  -0.013
H (2.65, -0.53, 0.69)  0.002
H (1.47, -2.29, 1.89)  -0.019
H (0.20, -3.34, -1.18)  0.000
H (-0.76, -2.97, -0.14)  -0.003
O (-0.46, -3.76, -0.61)  0.006
H (-0.45, 0.86, 4.11)  0.000
H (-0.83, 0.92, 2.64)  0.000
O (-0.93, 1.41, 3.46)  0.001
H (-2.47, 1.23, -0.75)  0.000
H (-1.78, 2.55, -1.03)  0.000
O (-1.71, 1.61, -1.22)  0.000
H (-1.08, -0.61, -2.49)  -0.001
H (-0.91, -1.57, -1.39)  0.002
O (-1.60, -1.03, -1.80)  0.002
H (-2.70, -0.80, 0.12)  0.000
H (-1.51, -1.00, 1.09)  -0.001
O (-2.37, -0.58, 1.00)  -0.002

Total charge: +1
Spin multiplicity: 2
E_tot (Ha): -610.44140

No. 5
Formula: C3H18NO4
Source: OMol25
Level of theory: the ωB97M-V functional and the def2-TZVPD basis

Last column: Löwdin charge in e.
Element x y z (Å)
C (-1.49, 2.31, -1.49)  -0.043
C (-1.72, 1.39, -0.27)  -0.180
N (-0.53, 0.47, -0.11)  -0.015
C (-0.30, -0.37, 1.11)  0.001
H (-0.92, 1.79, -2.26)  0.076
H (-2.44, 2.54, -1.94)  0.085
H (-0.90, 3.14, -1.13)  0.083
H (-1.94, 1.87, 0.70)  0.139
H (-2.62, 0.84, -0.48)  0.089
H (0.22, 1.17, -0.14)  0.164
H (-0.42, -0.10, -0.96)  0.131
H (-0.17, 0.39, 1.90)  0.116
H (0.64, -0.91, 0.88)  0.089
H (-1.02, -1.15, 1.31)  0.075
H (-3.69, -1.00, 1.70)  0.065
H (-2.88, -1.70, 0.83)  0.039
O (-3.41, -0.89, 0.79)  -0.052
H (0.96, -0.22, -3.21)  0.065
H (1.94, -0.62, -1.88)  0.004
O (1.11, -0.27, -2.26)  -0.064
H (2.71, -1.79, 3.13)  0.050
H (1.71, -0.81, 3.63)  0.046
O (2.20, -1.03, 2.83)  -0.057
H (4.15, -0.47, -1.04)  0.075
H (3.48, -1.33, 0.05)  0.050
O (3.34, -0.94, -0.81)  -0.030

Total charge: +1
E_tot (Ha): -480.56418

No. 6
Formula: C3H18NO4
Source: OMol25
Level of theory: the ωB97M-V functional and the def2-TZVPD basis

Last column: Mulliken spin population.
Element x y z (Å)
C (-0.82, -2.60, -1.69)  0.001
C (-0.03, -1.89, -0.56)  -0.004
N (-0.73, -0.57, -0.24)  0.003
C (-0.35, -0.12, 1.13)  -0.002
H (-1.04, -1.90, -2.43)  0.000
H (-0.42, -3.56, -1.99)  0.001
H (-1.70, -2.98, -1.18)  0.003
H (0.00, -2.52, 0.34)  0.002
H (1.07, -1.59, -0.78)  0.013
H (-1.79, -0.67, -0.33)  0.001
H (-0.54, 0.29, -0.83)  0.000
H (-0.42, -0.76, 2.06)  0.003
H (-1.15, 0.66, 1.40)  0.004
H (0.74, 0.28, 1.08)  0.002
H (3.02, -1.64, 1.92)  -0.017
H (2.59, -2.85, 1.46)  -0.017
O (3.24, -2.23, 1.16)  0.553
H (0.42, 1.26, -3.10)  0.000
H (-0.55, 1.98, -1.89)  0.000
O (0.03, 1.31, -2.25)  0.003
H (0.85, 3.20, 3.03)  -0.013
H (0.27, 2.22, 4.05)  -0.014
O (0.49, 2.31, 3.11)  0.478
H (-2.74, 2.61, -1.16)  0.000
H (-1.61, 3.74, -1.40)  0.000
O (-1.82, 2.87, -0.99)  0.000

Total charge: +2
Spin multiplicity: 2
E_tot (Ha): -479.98513

No. 7
Formula: C3H18O6
Source: OMol25
Level of theory: the ωB97M-V functional and the def2-TZVPD basis

Last column: Löwdin charge in e.
Element x y z (Å)
O (-1.30, -2.52, 3.73)  -0.026
H (-1.84, -2.52, 4.51)  0.067
H (-1.90, -2.28, 3.02)  0.040
O (-0.96, 2.59, 2.85)  -0.071
H (-0.96, 1.77, 2.36)  -0.031
H (-1.89, 2.80, 2.96)  0.020
O (-0.10, 0.29, 1.74)  -0.043
H (-0.56, -0.48, 1.41)  -0.010
H (0.46, -0.03, 2.44)  0.028
O (-1.47, -1.86, 0.60)  -0.028
H (-1.43, -2.79, 0.79)  0.054
H (-1.51, -1.81, -0.36)  0.061
O (0.97, -1.19, 4.37)  -0.056
H (0.25, -1.77, 4.12)  -0.033
H (1.49, -1.70, 4.99)  0.035
C (0.57, -0.09, -4.10)  -0.055
C (1.02, 0.72, -2.92)  -0.558
C (1.25, 2.17, -3.33)  -0.051
O (0.11, 0.66, -1.92)  -0.038
H (-0.02, -0.94, -3.77)  0.081
H (1.44, -0.36, -4.70)  0.083
H (0.01, 0.50, -4.83)  0.074
H (1.91, 0.26, -2.48)  0.135
H (0.41, 2.43, -3.97)  0.076
H (2.18, 2.26, -3.90)  0.077
H (1.39, 2.92, -2.55)  0.077
H (0.46, 0.95, -1.07)  0.094

Total charge: 0
SMILES: CC(C)O.O.O.O.O.O
E_tot (Ha): -576.52303

No. 8
Formula: C3H20N2O8
Source: OMol25
Level of theory: the ωB97M-V functional and the def2-TZVPD basis

Last column: Löwdin charge in e.
Element x y z (Å)
C (0.16, -0.34, 2.43)  -0.174
N (0.17, -0.68, 1.02)  0.109
C (1.12, -1.46, 0.47)  -0.617
O (1.77, -2.20, 1.38)  0.117
O (1.33, -1.61, -0.73)  0.047
C (-0.94, 0.63, 2.79)  -0.262
N (-1.24, 1.83, 1.98)  0.013
H (0.03, -1.22, 3.06)  0.121
H (1.13, 0.06, 2.71)  0.123
H (-0.18, 0.01, 0.37)  0.107
H (2.03, -3.09, 1.10)  0.130
H (-0.88, 0.93, 3.84)  0.112
H (-1.92, 0.13, 2.84)  0.101
H (-1.08, 1.56, 1.02)  0.022
H (-0.75, 2.63, 2.33)  0.048
H (1.20, 3.04, -0.31)  0.008
H (1.69, 3.42, 1.04)  0.040
O (0.92, 3.00, 0.63)  -0.084
H (-2.77, -0.88, 0.04)  0.061
H (-2.93, -0.55, -1.41)  0.057
O (-2.46, -0.25, -0.63)  -0.052
H (0.96, 1.55, -1.89)  0.012
H (2.45, 1.51, -1.64)  0.068
O (1.71, 2.11, -1.78)  -0.029
H (-1.54, -3.78, -0.94)  0.038
H (-0.36, -3.40, -0.16)  0.003
O (-1.19, -3.88, -0.05)  -0.049
H (-0.03, -1.29, -2.35)  0.022
H (-0.93, -0.04, -1.87)  -0.003
O (-0.49, -0.48, -2.60)  -0.056
H (1.67, 0.76, -3.79)  0.004
H (0.27, 0.76, -4.52)  0.013
O (1.09, 1.23, -4.39)  -0.053

Total charge: 0
SMILES: NCCNC(=O)O.O.O.O.O.O.O
E_tot (Ha): -837.73736

- Look up the total charge of the first one.
  0